Entry 1:
This record from OMol25 describes a 3-piece molecular cluster, C4H4N2O overall. The level of theory is wB97M-V/def2-TZVPD.

```
11
Properties=species:S:1:pos:R:3:forces:R:3
N -2.0476 1.2641 -0.4483 -0.3 -0.6 0.1
C -1.9549 0.0610 -0.2374 0.4 -0.6 0.1
O -1.7022 -1.0605 -0.0466 -0.5 1.0 -0.2
H -2.9694 1.6699 -0.5020 0.0 0.1 0.0
C 1.9171 -1.4725 0.4900 -0.8 -0.7 0.1
C 0.8995 -2.1154 0.5782 0.9 0.5 -0.1
H 2.8138 -0.8982 0.4113 -0.2 -0.1 0.0
H -0.0216 -2.6474 0.6440 0.2 0.0 0.0
C 0.9898 1.7071 -0.2892 0.9 0.4 -0.1
N 2.1090 1.4832 -0.1284 -1.0 0.2 -0.1
H -0.0335 2.0086 -0.4717 0.3 -0.3 0.1
```
Positions in Å, forces in eV/Å.

Summary:
multiplicity = 1
HOMO = -10.1 eV
E = -339.46820 a.u.
SMILES = N=C=O.C#C.C#N
lowest unoccupied orbital energy = 0.40 eV


Entry 2:
This record from OMol25 describes a 12-piece molecular cluster, C48H72O24 overall. The level of theory is wB97M-V/def2-TZVPD.

```
144
Properties=species:S:1:pos:R:3:forces:R:3
O -5.3080 -0.7305 0.2135 -0.6 0.0 2.3
C -4.9311 0.0136 -0.6257 1.1 -0.9 -1.4
C -4.7245 -0.4736 -2.0232 1.5 0.9 -0.7
C -4.8909 0.7989 -2.7875 -1.4 0.8 -0.1
C -4.4335 1.8787 -1.7961 -0.7 0.3 -0.8
O -4.5741 1.3102 -0.5022 -0.7 -0.5 0.9
H -3.6947 -0.8318 -2.2153 -0.4 0.0 0.8
H -5.3967 -1.2487 -2.2740 -0.8 -0.8 -0.1
H -4.2450 0.8919 -3.6128 0.4 -0.1 -1.4
H -5.9602 0.9039 -3.0940 0.8 0.3 0.1
H -3.3980 2.1223 -1.9769 0.4 0.2 0.2
H -5.0610 2.7815 -1.8734 0.4 -0.3 0.2
O 1.3199 -1.9633 0.7455 1.3 -2.5 -0.8
C 1.8787 -3.0516 0.5781 0.0 3.4 0.2
C 1.3924 -4.3917 0.9753 -0.7 0.3 1.1
C 2.4015 -5.3658 0.4248 0.4 0.0 0.0
C 3.6610 -4.4568 0.2677 -1.3 -0.5 0.0
O 3.1711 -3.1134 0.0735 -0.9 -0.4 0.5
H 1.3873 -4.3217 2.1015 -0.2 -0.3 -1.0
H 0.3614 -4.4835 0.6128 0.2 -0.3 0.3
H 2.6738 -6.1242 1.1595 -0.4 -0.3 -0.3
H 2.0254 -5.7958 -0.5400 0.7 0.3 0.9
H 4.3401 -4.5160 1.1157 -0.2 0.3 0.2
H 4.1783 -4.7814 -0.5915 0.8 0.0 -1.1
O -0.3043 3.9876 -1.6118 0.1 -0.4 -1.0
C -0.3931 3.7387 -2.7928 -1.1 0.9 1.2
C 0.6450 3.2473 -3.7445 0.7 0.8 0.3
C -0.1724 2.8382 -4.9553 -0.9 -2.2 0.5
C -1.4495 3.6950 -4.8682 0.4 0.1 0.6
O -1.5977 3.9125 -3.4377 0.4 0.0 -0.1
H 1.3570 4.1009 -3.9344 -0.6 -0.8 0.2
H 1.1911 2.4659 -3.1925 -0.1 0.2 -0.8
H 0.3550 2.9062 -5.8806 0.3 0.2 -0.7
H -0.4421 1.7413 -4.8080 0.2 1.3 -0.3
H -1.2823 4.6756 -5.3428 -0.3 -0.3 0.1
H -2.4069 3.2496 -5.2075 0.8 0.1 0.0
O -1.4537 -2.9686 3.3633 -1.6 -1.0 -0.9
C -2.4988 -3.4594 2.9295 1.6 1.6 2.5
C -3.5101 -4.2702 3.7124 -0.1 -0.6 -1.2
C -4.1578 -4.9937 2.5167 -1.3 -0.8 0.5
C -4.0891 -4.0185 1.3327 1.2 -0.8 1.3
O -2.9034 -3.2429 1.6957 -0.4 0.5 -1.4
H -3.0172 -4.9321 4.4326 -0.2 0.2 -0.2
H -4.2839 -3.6740 4.2022 0.5 0.4 0.0
H -3.6519 -5.9506 2.3512 -0.1 0.2 -0.3
H -5.2154 -5.1930 2.7235 0.2 -0.3 0.0
H -3.8418 -4.5272 0.4012 -0.3 0.2 0.0
H -4.9925 -3.4154 1.2752 0.3 0.4 -0.1
O -0.1937 0.0376 -3.1137 0.3 0.3 -0.8
C -0.2755 0.1759 -1.9300 -0.5 -0.7 0.6
C 0.7358 0.7358 -0.9225 -1.7 -0.9 -0.1
C -0.2040 1.0103 0.2600 0.9 0.2 1.4
C -1.2713 -0.0942 0.1309 -0.2 1.6 -0.2
O -1.4368 -0.2500 -1.3141 1.2 0.3 0.6
H 1.4210 -0.0710 -0.6335 -0.2 0.0 -0.1
H 1.3069 1.5347 -1.3557 0.1 0.5 0.0
H 0.3783 0.8301 1.1930 -0.6 0.4 -0.6
H -0.6303 2.0433 0.3216 0.3 -1.0 -0.4
H -0.9663 -0.9990 0.6338 0.1 -0.5 -0.3
H -2.2303 0.2434 0.5335 0.1 -0.1 -0.1
O -6.5309 -1.9679 4.3419 0.1 0.7 0.0
C -5.9316 -1.0137 3.9115 -0.6 -0.1 -0.7
C -6.4103 0.2905 3.2877 -0.8 -0.2 0.9
C -5.1801 1.0799 3.0647 1.2 0.5 0.8
C -4.0453 0.0181 3.0210 -2.7 1.5 -1.0
O -4.6027 -1.0064 3.8470 2.1 -1.1 0.2
H -6.9484 0.1287 2.3711 -0.4 -0.4 -0.3
H -7.0263 0.8310 3.9935 -0.6 -0.3 0.1
H -5.2296 1.6453 2.1708 0.1 0.6 -0.9
H -5.0230 1.7828 3.9149 0.1 -0.5 -0.6
H -3.9296 -0.2646 1.9635 0.2 -0.6 0.7
H -3.2132 0.5365 3.3973 1.5 -0.3 0.8
O 4.5830 5.9830 -0.0922 -0.1 1.6 -0.5
C 4.3015 4.8987 0.2801 1.3 -2.2 0.4
C 5.3493 3.7401 0.5216 -3.0 0.7 -1.2
C 4.5113 2.7450 1.3024 1.1 0.4 1.7
C 3.0838 3.0105 0.8754 0.8 0.2 -1.2
O 3.0756 4.4671 0.5561 -0.9 -1.3 0.1
H 5.5700 3.4044 -0.4775 0.3 -0.3 -0.3
H 6.1807 4.2356 0.9106 1.5 0.2 1.0
H 4.8457 1.6966 1.1848 -0.4 0.5 0.2
H 4.5448 3.0855 2.3772 0.3 -0.8 -0.8
H 2.8688 2.3763 -0.0201 -0.3 1.0 0.6
H 2.4285 2.8382 1.7103 -0.5 0.0 0.0
O -1.5740 2.4228 2.6171 0.7 1.7 0.6
C -0.9802 3.4610 2.9008 -0.8 -1.9 0.9
C -0.3715 4.4576 2.0177 0.2 0.6 -0.1
C 0.4049 5.4025 2.9377 -0.6 1.6 0.0
C 0.2116 4.8940 4.3489 -0.8 -1.6 -0.2
O -0.8124 3.8533 4.1762 0.0 -0.7 0.8
H 0.3441 3.9704 1.3934 0.1 -0.4 -1.0
H -1.2101 4.8559 1.4359 0.5 0.3 -0.2
H 1.4539 5.3586 2.7137 0.4 0.2 -0.4
H 0.0579 6.4490 2.8810 0.2 -0.4 -0.3
H 1.1237 4.3989 4.6932 -0.3 0.1 0.2
H -0.2135 5.5180 5.1275 0.2 0.5 -0.2
O -1.5272 -6.0523 -1.0841 -0.1 -1.5 1.4
C -1.5579 -5.1091 -1.7845 0.7 1.5 -1.5
C -1.5173 -3.6377 -1.4480 -1.9 0.2 0.8
C -2.0751 -2.9982 -2.7360 0.7 -1.7 0.9
C -1.6490 -4.0165 -3.8240 -0.4 1.7 0.1
O -1.5258 -5.2535 -3.1436 -0.3 -0.3 -0.2
H -2.0931 -3.3951 -0.4950 0.5 -0.4 -1.4
H -0.5260 -3.3735 -1.1940 1.4 0.3 -0.1
H -3.1301 -3.0869 -2.5775 -0.9 0.4 -0.4
H -1.7354 -2.0038 -2.8746 0.1 0.8 -0.4
H -2.4311 -4.0359 -4.6068 0.5 -0.5 0.3
H -0.7042 -3.6830 -4.2826 -0.1 -0.5 0.2
O 2.0632 2.4447 3.9209 -0.7 -1.1 -0.8
C 1.3204 1.4943 4.1176 1.1 0.2 -0.6
C 0.6919 1.2356 5.4251 -2.5 -1.1 0.4
C 0.1718 -0.2188 5.3198 -0.3 0.0 1.1
C 0.0264 -0.4115 3.8270 0.1 1.3 -0.6
O 1.0481 0.4891 3.2164 0.0 1.3 1.6
H 1.3173 1.3807 6.2604 1.2 0.2 0.7
H -0.1660 1.9065 5.6378 0.4 -0.1 -0.7
H 0.8338 -0.9424 5.8467 -0.1 0.4 -0.8
H -0.8007 -0.3329 5.8218 0.2 0.1 -0.2
H 0.2742 -1.3763 3.4726 -0.1 -0.9 -0.4
H -0.9544 -0.0587 3.4293 0.7 -0.4 0.4
O 3.4681 2.8381 -2.4646 -4.9 2.0 0.4
C 4.5246 2.4066 -2.5108 6.1 -1.3 -1.6
C 5.7997 2.9105 -3.2600 -1.2 -0.9 -0.4
C 6.5968 1.6152 -3.4462 1.2 0.3 0.7
C 6.2693 0.8522 -2.1293 -0.2 1.0 -0.7
O 4.9096 1.3052 -1.8513 0.0 -1.8 0.9
H 5.6144 3.3898 -4.2004 -0.6 0.2 -0.5
H 6.1767 3.7057 -2.6441 0.9 0.0 0.6
H 6.2921 1.0292 -4.3350 -0.2 0.4 0.5
H 7.6778 1.8194 -3.5945 -0.5 -0.2 0.3
H 6.3152 -0.2361 -2.2673 -0.4 0.4 0.3
H 6.8732 1.1606 -1.2587 0.0 -0.2 -0.5
O 1.6672 -4.8112 -2.6718 0.0 0.2 -0.4
C 2.2443 -3.8259 -2.9935 0.5 2.3 0.5
C 3.7533 -3.5732 -3.3573 -1.1 0.0 0.3
C 3.9091 -2.1387 -3.0056 0.2 2.4 -0.3
C 2.5076 -1.4594 -3.1212 1.4 -0.5 0.4
O 1.6012 -2.5236 -2.9341 0.1 -2.6 0.0
H 4.4704 -4.1138 -2.7541 -0.3 -0.8 0.0
H 3.9539 -3.7379 -4.4122 -0.2 -0.3 -0.1
H 4.2347 -1.9912 -1.9735 0.1 -0.2 -0.1
H 4.6182 -1.5989 -3.6601 -0.2 -0.3 0.3
H 2.4318 -0.7442 -2.2875 -0.3 -0.2 -0.6
H 2.3391 -0.9878 -4.0873 -0.1 0.1 0.0
```
Positions in Å, forces in eV/Å.

Summary:
multiplicity = 1
HOMO = -9.7 eV
E = -3678.07257 a.u.
SMILES = O=C1CCCO1.O=C1CCCO1.O=C1CCCO1.O=C1CCCO1.O=C1CCCO1.O=C1CCCO1.O=C1CCCO1.O=C1CCCO1.O=C1CCCO1.O=C1CCCO1.O=C1CCCO1.O=C1CCCO1
lowest unoccupied orbital energy = 0.26 eV


Entry 3:
This record from OMol25 describes an isolated ion of composition C45H46F3N4O and charge +1. The level of theory is wB97M-V/def2-TZVPD.

```
99
Properties=species:S:1:pos:R:3:forces:R:3
C -3.7912 -0.6742 -3.6703 -0.3 -0.5 0.2
N -2.4053 -0.3141 -3.7576 0.9 0.0 1.3
C -2.0399 0.6867 -4.7303 0.2 0.5 -0.3
C -1.4943 -0.8325 -2.7473 -0.1 -2.6 -3.4
C -0.0627 -0.8737 -3.3934 -0.6 -0.3 1.1
C 0.6981 0.2767 -3.2959 0.8 0.3 -0.3
C 2.0607 0.2460 -3.6085 -0.5 0.1 -0.3
C 2.6269 -0.9396 -4.0664 0.5 -0.1 0.0
C 4.1091 -0.9736 -4.3705 0.8 0.0 -0.3
F 4.6208 -2.2416 -4.3079 -0.4 1.2 -0.1
F 4.3916 -0.4905 -5.6266 -0.2 -0.5 1.3
F 4.8141 -0.2088 -3.4756 -0.5 -0.6 -0.8
C 1.8626 -2.0867 -4.2592 -0.6 0.1 -0.2
C 0.5037 -2.0463 -3.9185 -0.2 0.1 -0.1
H -4.3565 -0.0117 -4.3334 -0.1 -0.3 0.3
H -3.9202 -1.7188 -4.0080 -0.3 0.2 0.1
H -4.1895 -0.5847 -2.6461 0.0 0.1 -0.4
H -2.9560 0.9109 -5.3069 0.7 0.0 0.1
H -1.6854 1.6443 -4.2908 -0.2 -0.4 -0.2
H -1.2664 0.3080 -5.4241 -0.3 0.3 0.2
H -1.8458 -1.8906 -2.5959 0.5 0.7 0.1
H 0.2319 1.2171 -2.9983 0.1 -0.4 0.1
H 2.6669 1.1477 -3.5445 -0.1 -0.2 0.1
H 2.3034 -2.9928 -4.6938 -0.2 0.5 0.3
H -0.1240 -2.9368 -4.0724 0.3 0.4 0.2
C 1.5385 -5.3536 2.8439 0.0 -0.3 0.0
C 1.4013 -3.9226 2.4213 0.0 0.0 -0.1
C 1.4328 -2.9084 3.3728 0.0 0.9 -0.3
C 1.2890 -1.5536 3.0230 -0.2 -0.4 -0.2
C 1.3383 -0.5249 4.1100 0.0 0.2 0.4
C 1.1113 -1.2305 1.6609 0.0 -1.5 0.2
N 0.7899 0.0920 1.2382 -0.6 1.3 -0.8
C 1.5720 1.2326 1.4563 -1.1 -0.6 -0.7
C 2.9174 1.2082 2.0294 0.5 0.3 0.1
C 3.2625 2.2793 2.8748 -0.1 -0.7 -0.2
C 4.4541 2.2097 3.5847 0.1 0.1 -0.2
C 5.3228 1.1308 3.3964 -0.1 0.0 0.0
C 5.0304 0.1344 2.4586 0.0 0.2 0.0
C 3.8384 0.1761 1.7443 -0.5 0.4 0.2
N 0.9511 2.2963 1.0218 -0.5 -0.6 -0.2
N -0.2094 1.8534 0.4172 0.5 -2.1 1.2
C -1.0599 2.8074 -0.2022 -0.8 1.6 -0.5
C -0.4510 3.7148 -1.0921 -0.4 -0.1 -0.2
C 0.9949 3.6183 -1.4452 0.7 0.3 -0.4
C -1.2214 4.7244 -1.6721 -0.1 0.0 0.1
C -2.5690 4.9060 -1.3412 0.3 -0.4 0.1
C -3.3570 6.0286 -1.9502 -0.2 0.1 -0.1
C -3.1446 4.0286 -0.4165 0.2 0.3 -0.4
C -2.4063 3.0017 0.1741 0.2 -0.1 0.0
C -3.0746 2.1905 1.2362 -0.5 -0.4 0.2
C -0.3559 0.4958 0.5413 2.4 2.0 -0.2
C -1.3543 -0.3219 -0.1362 -1.6 -2.8 -0.9
O -1.5434 -0.1472 -1.5459 0.1 3.1 3.2
C -2.1206 -1.2353 0.5551 1.4 1.4 -0.3
C -3.1258 -2.0352 -0.1851 -0.4 -0.6 0.1
C -2.0162 -1.4505 2.0282 -0.3 -0.6 0.7
C -1.7876 -0.4273 2.9498 -0.1 0.4 0.4
C -1.8315 -0.6552 4.3401 0.1 0.2 -0.6
C -2.0173 -1.9392 4.8340 0.0 -0.1 -0.3
C -2.2034 -2.9992 3.9407 0.0 0.1 -0.6
C -2.2453 -2.7460 2.5638 0.2 -0.3 -0.4
C 1.1651 -2.2395 0.6916 0.1 -0.3 -0.1
C 1.1954 -1.9392 -0.7748 -0.2 0.1 -0.3
C 1.2682 -3.5811 1.0782 0.1 0.5 0.3
H 1.4093 -6.0146 1.9804 0.0 0.0 0.2
H 2.5291 -5.5453 3.2800 -0.3 0.1 -0.1
H 0.7875 -5.6185 3.6006 0.2 0.1 -0.2
H 1.5618 -3.1471 4.4300 0.0 0.0 -0.3
H 0.7429 0.3670 3.8782 0.2 -0.2 0.1
H 0.9404 -0.9581 5.0351 0.1 0.2 -0.2
H 2.3732 -0.2102 4.3101 -0.2 0.0 -0.1
H 2.5633 3.1131 2.9663 0.3 -0.3 0.2
H 4.6949 3.0077 4.2811 0.1 -0.2 -0.1
H 6.2470 1.0726 3.9699 -0.2 0.0 -0.1
H 5.7277 -0.6808 2.2778 -0.1 0.2 0.1
H 3.6123 -0.5630 0.9700 0.1 0.2 0.4
H 1.2575 4.4652 -2.0910 0.0 -0.3 0.1
H 1.6326 3.6505 -0.5554 -0.1 0.1 -0.4
H 1.2285 2.6987 -1.9997 0.0 0.2 0.2
H -0.7593 5.4001 -2.4063 -0.1 -0.3 0.4
H -4.4148 5.9383 -1.6845 0.2 0.1 -0.1
H -2.9974 7.0059 -1.5987 -0.1 -0.3 -0.1
H -3.2672 6.0202 -3.0438 0.0 0.0 0.2
H -4.2034 4.1696 -0.1538 0.6 -0.2 0.0
H -4.1317 2.4806 1.3194 0.3 -0.1 0.0
H -3.0459 1.1190 0.9933 -0.1 0.4 0.2
H -2.6260 2.3439 2.2280 0.0 0.0 -0.3
H -3.7856 -2.5626 0.5074 0.1 0.1 -0.2
H -3.7507 -1.3984 -0.8068 0.1 0.1 -0.1
H -2.6453 -2.7743 -0.8283 -0.1 0.0 0.0
H -1.6142 0.5913 2.5788 -0.2 -0.5 0.4
H -1.7071 0.1938 5.0231 0.0 -0.4 -0.3
H -2.0173 -2.1222 5.9008 0.0 0.0 0.0
H -2.3322 -4.0283 4.2999 0.0 0.5 -0.1
H -2.4211 -3.5879 1.8588 0.2 0.7 0.7
H 2.1677 -2.2084 -1.2183 -0.3 0.0 0.2
H 0.4277 -2.5229 -1.3033 0.2 0.2 0.2
H 1.0206 -0.8794 -0.9858 0.1 -0.4 -0.1
H 1.2641 -4.3548 0.3042 0.1 0.3 0.3
```
Positions in Å, forces in eV/Å.

Summary:
multiplicity = 1
HOMO = -10.7 eV
E = -2336.01011 a.u.
net charge = +1
lowest unoccupied orbital energy = -3.09 eV


Orbital gap values (in eV) by entry order: 10.55 10.00 7.61.